Record 1
{
  "formula": "C10H26Cl2NO3P2W",
  "method": "ωB97M-V/def2-TZVPD",
  "species": ["C", "C", "H", "H", "H", "O", "Cl", "W", "P", "C", "C", "H", "H", "H", "H", "H", "H", "C", "H", "H", "H", "P", "C", "C", "H", "H", "H", "C", "H", "H", "H", "H", "H", "H", "Cl", "N", "C", "C", "O", "O", "H", "H", "H", "H", "H"],
  "coordinates": [[0.9281, -0.2665, -3.8671], [1.2360, -0.3519, -2.3967], [1.2311, -1.1978, -4.3690], [1.5048, 0.5585, -4.3044], [-0.1441, -0.1038, -4.0610], [2.1895, 0.2075, -1.8566], [-3.7344, -0.1512, -1.8914], [-1.8041, -0.4030, -0.8357], [-0.9509, 1.9189, -1.0105], [0.5668, 2.2929, -0.1082], [-0.7893, 2.5807, -2.6848], [-0.5998, 3.6611, -2.6096], [-1.8631, 4.0217, -0.3174], [-1.7245, 2.4137, -3.2356], [-3.1659, 2.8660, -0.7369], [1.4315, 1.9075, -0.6626], [0.0386, 2.1000, -3.2193], [-2.2011, 2.9795, -0.2278], [0.6336, 3.3864, -0.0111], [-2.3177, 2.7225, 0.8312], [0.5794, 1.8269, 0.8868], [0.1310, -1.4844, -1.3730], [1.1829, -1.8657, 0.0594], [-2.1877, -2.4188, -0.2549], [-0.5809, -2.9076, -3.2364], [-0.1502, -3.8546, -1.7942], [1.1433, -3.1453, -2.8077], [0.1328, -2.9856, -2.4037], [-3.2247, -2.2194, 0.0621], [-2.2232, -3.1601, -1.0548], [0.7538, -2.6875, 0.6481], [1.3240, -0.9999, 0.7361], [-1.6364, -2.8038, 0.6059], [2.1649, -2.1578, -0.3393], [-1.6431, 0.0101, 1.4248], [1.2171, -0.3038, 5.6901], [1.4891, 0.6289, 4.5736], [1.4740, -0.2964, 3.3479], [1.2538, -1.5212, 3.5976], [1.6830, 0.2709, 2.2551], [0.3697, -0.0214, 6.1807], [1.9898, -0.2747, 6.3532], [1.1222, -1.2505, 5.2037], [0.7046, 1.3841, 4.5104], [2.4657, 1.0951, 4.7032]],
  "charge": 3,
  "homo_lumo_gap_ev": [4.44, 2.50],
  "fmax_ev_per_a": 6.35,
  "spin_multiplicity": 3,
  "mol_weight_g_mol": 525.02,
  "lumo_ev": [-12.92, -14.85],
  "e_above_lowest_kcal_mol": 74.9,
  "homo_ev": [-17.359, -17.357]
}

Record 2
{
  "formula": "C10H26N2O11P2Sn",
  "method": "ωB97M-V/def2-TZVPD",
  "species": ["Sn", "P", "O", "O", "O", "O", "P", "O", "O", "O", "O", "C", "O", "C", "C", "N", "C", "C", "O", "C", "H", "H", "H", "H", "H", "H", "H", "H", "H", "H", "H", "H", "H", "H", "H", "C", "C", "C", "O", "C", "N", "H", "H", "H", "H", "H", "H", "H", "H", "H", "H", "H"],
  "coordinates": [[-0.0841, 1.3916, 1.9258], [-2.7974, -0.7762, 2.9934], [-3.0145, -2.2495, 2.5472], [-3.8919, -0.3009, 4.0571], [-2.8117, 0.2816, 1.8410], [-1.4084, -0.7441, 3.7120], [-1.8338, 3.4836, 4.3403], [-3.0666, 2.8296, 4.9703], [-2.0267, 3.4128, 2.7419], [-0.6872, 2.5769, 4.7584], [-1.7090, 4.9958, 4.6742], [3.7241, -2.8598, -2.4226], [2.4951, -2.2168, -2.1312], [2.2562, -0.8991, -2.5128], [1.2406, -0.2637, -1.4438], [1.7207, -0.2668, 0.0353], [3.0603, 0.1531, 0.4991], [3.4945, -0.0956, 1.9332], [2.7456, 0.8032, 2.7042], [3.4340, 1.4321, 3.7532], [3.5666, -3.9376, -2.4638], [4.3765, -2.7381, -1.5579], [4.1805, -2.4516, -3.3243], [1.8170, -0.7857, -3.5039], [3.1560, -0.2910, -2.4199], [0.3261, -0.8226, -1.6422], [0.9572, 0.7535, -1.7140], [1.4830, -1.1558, 0.4516], [3.2461, 1.1805, 0.1861], [3.7262, -0.4675, -0.1005], [4.5715, -0.0392, 2.0916], [3.2940, -1.1265, 2.2250], [2.7531, 2.1649, 4.1863], [4.1489, 2.1501, 3.3512], [3.8445, 0.8147, 4.5522], [-1.9993, 1.4629, -1.6150], [-2.4212, 0.0128, -1.5364], [-2.3129, -0.7222, -2.8024], [-3.3708, -0.2316, -3.6953], [-4.1927, -1.3448, -4.1934], [-1.6509, -0.4987, -0.4445], [-2.1999, 2.0100, -0.6938], [-2.7219, 2.0064, -2.2237], [-0.9712, 1.7309, -1.8582], [-3.4785, 0.0303, -1.2721], [-2.4048, -1.7920, -2.6149], [-1.3644, -0.4532, -3.2672], [-3.7181, -1.8698, -5.0225], [-4.9788, -0.7528, -4.6620], [-4.5288, -2.0592, -3.4420], [-2.0400, -0.0077, 0.3478], [-1.9329, -1.4574, -0.2979]],
  "charge": -4,
  "homo_lumo_gap_ev": 1.31,
  "fmax_ev_per_a": 5.64,
  "spin_multiplicity": 1,
  "mol_weight_g_mol": 530.98,
  "lumo_ev": 7.18,
  "e_above_lowest_kcal_mol": 134.8,
  "homo_ev": 5.872
}

Record 3
{
  "formula": "C10H27AlClI2NOP2",
  "method": "ωB97M-V/def2-TZVPD",
  "species": ["I", "I", "Al", "P", "C", "C", "H", "H", "H", "H", "H", "H", "C", "H", "H", "H", "P", "C", "C", "H", "H", "H", "C", "H", "H", "H", "H", "H", "H", "Cl", "C", "N", "C", "C", "C", "O", "H", "H", "H", "H", "H", "H", "H", "H", "H"],
  "coordinates": [[1.0446, 2.3507, 2.1258], [1.7140, 2.6761, -0.3567], [-1.3099, -1.1718, -1.6068], [-1.1115, -3.3804, -1.7996], [0.0393, -4.2518, -0.7195], [-2.7037, -4.2146, -1.5626], [-2.5066, -5.2900, -1.6165], [-0.5105, -4.9025, -3.5187], [-3.4011, -3.9037, -2.3495], [-1.3768, -3.4667, -4.2055], [-0.4417, -4.4637, 0.2397], [-3.1246, -3.9418, -0.5853], [-0.6109, -3.8111, -3.4966], [0.2974, -5.1920, -1.2169], [0.3459, -3.3226, -3.7425], [0.9381, -3.6632, -0.5273], [-1.2767, 3.7230, -0.8171], [-0.4954, 5.0293, 0.2934], [-0.7103, 4.2365, -2.4972], [-3.4527, 4.2125, -1.7432], [-2.7746, 5.6077, -0.8052], [-3.4799, 4.1977, 0.0738], [-2.9311, 4.5178, -0.8273], [-1.5027, 3.9536, -3.2041], [-0.5621, 5.3258, -2.5056], [-1.0208, 5.9998, 0.4612], [0.5432, 5.1851, 0.0163], [0.2143, 3.7245, -2.7962], [-0.4793, 4.4615, 1.2405], [-1.6454, -0.0828, -3.3877], [3.3716, -0.5773, 3.6128], [2.5619, -0.7255, 2.4031], [2.9677, 0.1261, 1.3364], [1.2236, -1.0931, 2.3632], [0.5751, -1.5510, 3.6345], [0.5865, -1.0023, 1.3011], [4.3121, -0.1228, 3.2605], [3.5271, -1.5658, 4.0414], [2.9003, 0.0540, 4.3808], [2.3511, -0.0433, 0.4310], [2.7836, 1.1596, 1.8127], [4.0258, 0.2312, 1.0927], [-0.5000, -1.3626, 3.4642], [0.7296, -2.6255, 3.7475], [0.8758, -1.0443, 4.5549]],
  "charge": 2,
  "homo_lumo_gap_ev": [6.41, 4.05],
  "fmax_ev_per_a": 4.55,
  "spin_multiplicity": 1,
  "mol_weight_g_mol": 555.52,
  "lumo_ev": [-7.32, -9.43],
  "e_above_lowest_kcal_mol": 118.4,
  "homo_ev": [-13.724, -13.477]
}

Record 4
{
  "formula": "C10H27CaNO6",
  "method": "ωB97M-V/def2-TZVPD",
  "species": ["Ca", "C", "O", "H", "H", "H", "C", "O", "H", "H", "H", "C", "O", "H", "H", "H", "C", "O", "H", "H", "H", "C", "O", "C", "C", "N", "C", "C", "O", "C", "H", "H", "H", "H", "H", "H", "H", "H", "H", "H", "H", "H", "H", "H", "H"],
  "coordinates": [[1.1600, -0.1539, 0.0726], [0.5584, -2.4062, 1.6085], [1.4196, -1.7838, 0.6759], [0.8269, -2.0748, 2.6116], [-0.5098, -2.2188, 1.5000], [0.6862, -3.4878, 1.6528], [1.4794, 0.9588, 2.6748], [1.9814, 0.3991, 1.4994], [0.4244, 0.6995, 2.7631], [1.8923, 0.5068, 3.5767], [1.5514, 2.0446, 2.6123], [0.6004, -0.7606, -2.8022], [1.0218, -0.5383, -1.5273], [1.2078, -1.3158, -3.5170], [-0.3763, -1.2444, -2.8123], [0.2777, 0.2114, -3.1752], [4.0485, -0.4757, -0.9321], [2.8131, -0.6418, -0.2928], [4.6398, -1.2901, -0.5134], [3.8845, -0.6321, -1.9983], [4.4342, 0.5332, -0.7854], [-4.8343, -1.1653, 0.9191], [-3.4672, -1.4455, 0.7488], [-2.9635, -0.7012, -0.3495], [-1.4530, -0.8072, -0.4970], [-0.6907, -0.1635, 0.5877], [-0.8502, 1.3267, 0.7609], [-0.2216, 2.1082, -0.4222], [1.1031, 1.8021, -0.4477], [1.8897, 2.5994, -1.3964], [-5.3505, -1.0715, -0.0363], [-4.9155, -0.1792, 1.3763], [-5.2054, -1.8691, 1.6642], [-3.2589, 0.3437, -0.2542], [-3.3183, -1.1032, -1.2985], [-1.0562, -0.3934, -1.4241], [-1.1860, -1.8591, -0.3959], [-1.1072, -0.5437, 1.4256], [-0.3417, 1.5107, 1.7073], [-1.8669, 1.6865, 0.9193], [-0.3460, 3.1619, -0.1727], [-0.7313, 1.9811, -1.3773], [1.7818, 3.6773, -1.2759], [1.4482, 2.5054, -2.3886], [2.9203, 2.2698, -1.2644]],
  "charge": -2,
  "homo_lumo_gap_ev": 2.62,
  "fmax_ev_per_a": 18.19,
  "spin_multiplicity": 1,
  "mol_weight_g_mol": 297.40,
  "lumo_ev": 4.72,
  "e_above_lowest_kcal_mol": 436.2,
  "homo_ev": 2.104
}

Record 5
{
  "formula": "C10H27Cl2FeO2P2S",
  "method": "ωB97M-V/def2-TZVPD",
  "species": ["C", "C", "H", "H", "H", "O", "Cl", "Fe", "P", "C", "C", "H", "H", "H", "H", "H", "H", "C", "H", "H", "H", "P", "C", "C", "H", "H", "H", "C", "H", "H", "H", "H", "H", "H", "Cl", "C", "S", "C", "O", "H", "H", "H", "H", "H", "H"],
  "coordinates": [[-2.0046, -0.2890, -4.5826], [-0.8888, -0.1945, -3.5226], [-2.9067, -0.1391, -4.0064], [-2.0634, -1.3009, -4.9713], [-1.9708, 0.5004, -5.3378], [-1.2166, -0.1827, -2.3367], [0.7000, -0.1125, -4.0237], [1.5767, 0.3592, 0.8824], [1.0976, -1.9260, -0.2062], [-0.0279, -3.0289, 0.7640], [0.7406, -2.8317, -1.7676], [0.9603, -3.8952, -1.5719], [2.5972, -3.8355, -0.0972], [1.3738, -2.4882, -2.5895], [3.4473, -2.3208, -0.5406], [-1.0528, -2.6763, 0.6319], [-0.3145, -2.7374, -2.0497], [2.6925, -2.7642, 0.1195], [0.0689, -4.0586, 0.4060], [2.9705, -2.5942, 1.1639], [0.2348, -2.9725, 1.8200], [0.7647, 1.9433, -0.3203], [-0.3874, 2.8738, 0.7707], [2.3804, 2.7321, 0.0263], [0.9896, 2.4089, -2.6726], [0.4054, 3.7879, -1.6802], [-0.7057, 2.4354, -2.1337], [0.3168, 2.7110, -1.8739], [3.1225, 2.3590, -0.6888], [2.2032, 3.7919, -0.1655], [-0.3400, 3.9151, 0.4345], [-0.1361, 2.7954, 1.8339], [2.7450, 2.5741, 1.0555], [-1.3892, 2.4598, 0.6154], [2.4751, 0.1277, 2.8474], [-2.7527, 1.2349, 2.9954], [-1.5426, 0.0065, 2.4118], [-0.8263, -0.4069, 4.0493], [-2.3483, -1.1908, 1.9528], [-3.4373, 0.7037, 3.6691], [-3.2790, 1.5871, 2.1007], [-2.2395, 2.0634, 3.5045], [-1.4795, -1.1314, 4.5324], [0.1815, -0.7879, 3.8898], [-0.7346, 0.4944, 4.6615]],
  "charge": 2,
  "homo_lumo_gap_ev": [8.95, 5.07],
  "fmax_ev_per_a": 4.23,
  "spin_multiplicity": 6,
  "mol_weight_g_mol": 400.09,
  "lumo_ev": [-6.17, -10.99],
  "e_above_lowest_kcal_mol": 0.0,
  "homo_ev": [-15.122, -16.062]
}

Record 6
{
  "formula": "C10H27CuO7",
  "method": "ωB97M-V/def2-TZVPD",
  "species": ["Cu", "C", "C", "O", "H", "H", "H", "H", "H", "C", "C", "O", "H", "H", "H", "H", "H", "C", "C", "O", "H", "H", "H", "H", "H", "C", "C", "O", "O", "H", "H", "H", "H", "H", "H", "C", "C", "O", "O", "H", "H", "H", "H", "H", "H"],
  "coordinates": [[-0.2217, -0.2410, -0.1655], [-0.1632, -3.6305, 1.7141], [-1.3192, -3.3719, 0.7537], [-1.4848, -2.0410, 0.3903], [-0.0376, -4.7141, 1.8439], [-0.4025, -3.2082, 2.6962], [0.7777, -3.1704, 1.4192], [-2.3055, -3.5185, 1.2291], [-1.1835, -4.0368, -0.1240], [-2.4890, 1.7162, -3.0711], [-2.3196, 1.5486, -1.5609], [-1.9982, 0.2822, -1.1693], [-3.2913, 1.0525, -3.4224], [-1.6261, 1.4975, -3.7015], [-2.9815, 2.6799, -3.2707], [-3.2982, 1.9173, -1.1663], [-1.6008, 2.2986, -1.1588], [3.2417, -2.4109, 1.2193], [2.8404, -1.1292, 0.5144], [1.6028, -0.6130, 0.8172], [2.8206, -3.2947, 0.7337], [3.0335, -2.3700, 2.2842], [4.3147, -2.5326, 1.0109], [3.0311, -1.1050, -0.5806], [3.5695, -0.3286, 0.7898], [-1.4627, 2.0209, 2.1560], [-0.9000, 3.2387, 2.8461], [-0.2119, 2.9286, 4.0422], [-0.4957, 1.2619, 1.4753], [-2.3223, 2.1613, 1.4957], [-1.9825, 1.5798, 3.0287], [-1.6380, 4.0108, 3.0978], [-0.2649, 3.8851, 2.2152], [-0.0513, 1.9895, 4.1725], [0.3670, 1.6235, 1.7105], [0.8959, -0.1832, -3.0007], [1.6301, 0.9566, -2.2909], [0.9335, 1.5629, -1.2005], [0.3777, -1.1108, -2.0521], [1.5354, -0.7393, -3.6880], [0.1030, 0.3268, -3.5585], [1.9378, 1.7246, -3.0010], [2.4940, 0.4901, -1.8035], [0.9418, 2.5202, -1.2164], [-0.3961, -1.5242, -2.4532]],
  "charge": -1,
  "homo_lumo_gap_ev": [6.18, 5.92],
  "fmax_ev_per_a": 2.21,
  "spin_multiplicity": 2,
  "mol_weight_g_mol": 322.86,
  "lumo_ev": [2.72, 2.73],
  "e_above_lowest_kcal_mol": 3.7,
  "homo_ev": [-3.451, -3.196]
}